No. 1
DFT (ωB97M-V/def2-TZVPD) results for the ion C33H37NO3P with charge +1 in a non-equilibrium geometry.

Lowest unoccupied orbital energy (eV): -2.7
Frontier orbital gap (Ha): 0.289
Energy (hartree): -1901.205372
HOMO level (eV): -10.6

ORCA input file:
```
! RIJCOSX wB97M-V def2-TZVPD def2/J DEFGRID3
* xyz 1 1
C 5.07697 3.39312 0.85143
O 3.64974 3.46437 0.60277
C 2.82822 2.76811 1.43597
C 1.46224 2.75431 1.08743
C 0.56156 2.06033 1.85968
C 0.97902 1.32160 2.97866
P -0.02635 0.03618 3.75714
C -1.64372 0.29629 2.95332
C -2.03526 -0.39565 1.79455
C -3.10404 0.01406 1.03290
C -3.86504 1.13350 1.42977
O -4.88528 1.49677 0.60596
C -5.57666 2.73422 0.92202
C -3.53879 1.79856 2.63475
C -2.43660 1.38334 3.36013
C 0.55150 -1.49656 2.96028
C -0.07700 -2.70608 3.31435
C 0.08284 -3.86053 2.56264
C 0.90507 -3.83278 1.41300
O 1.11351 -4.89648 0.59006
C 0.33070 -6.09660 0.82982
C 1.58876 -2.64213 1.08734
C 1.42153 -1.51168 1.85813
C 2.32620 1.40484 3.36908
C 3.25239 2.10420 2.61111
H 5.49272 3.98428 0.03131
H 5.35032 3.83880 1.82900
H 5.45618 2.35512 0.79136
H 1.16197 3.26440 0.17773
H -0.48470 2.07477 1.57110
H -1.47526 -1.26257 1.46178
H -3.35967 -0.47598 0.10075
H -6.28555 2.83457 0.09591
H -6.11581 2.66660 1.88867
H -4.88882 3.60163 0.92857
H -4.11547 2.66574 2.97746
H -2.17008 1.92522 4.26934
H -0.73712 -2.73148 4.18652
H -0.45841 -4.76792 2.84482
H 0.64288 -6.75827 0.01717
H 0.56602 -6.55571 1.81106
H -0.75647 -5.90582 0.75318
H 2.20761 -2.63651 0.19896
H 1.96523 -0.61534 1.57965
H 2.64586 0.88062 4.27416
H 4.30433 2.10258 2.90461
C 3.15790 -1.60298 8.41346
C 2.68330 -2.20858 7.04924
C 1.25693 -1.84836 6.57776
N 1.09532 -0.41856 6.72590
C 0.12229 0.08451 5.88019
C -0.33486 1.41402 6.25198
C 0.56388 2.44611 6.58491
C 0.06688 3.58224 7.22564
C -1.30774 3.71067 7.49177
C -2.19049 2.73700 7.02133
C -1.71935 1.60394 6.35942
C 1.18389 -0.05114 8.20919
C 2.64602 -0.17126 8.65615
H 2.89569 -2.26080 9.25762
H 4.25562 -1.58000 8.38502
H 3.40081 -1.82898 6.28273
H 2.75966 -3.29904 7.05140
H 1.14789 -2.03494 5.49183
H 0.42924 -2.38634 7.12501
H -0.64181 -0.72759 5.60534
H 1.63132 2.35024 6.30636
H 0.75430 4.40395 7.45042
H -1.70084 4.56257 8.05571
H -3.27408 2.86990 7.09521
H -2.37890 0.84023 5.91343
H 0.77898 0.94594 8.42526
H 0.55410 -0.78632 8.77259
H 2.69643 0.08632 9.72705
H 3.29314 0.55386 8.13764
*
```

No. 2
DFT (ωB97M-V/def2-TZVPD) results for a cluster of 2 separate species, C33H38BrO3 in total in a non-equilibrium geometry.

Lowest unoccupied orbital energy (eV): 1.8
Frontier orbital gap (Ha): 0.188
Relative energy (zero: lowest compared OMol25 entry of this formula, charge and spin) (kJ/mol): 27.0
Energy (hartree): -4080.034759
HOMO level (eV): -3.3

ORCA input file:
```
! RIJCOSX wB97M-V def2-TZVPD def2/J DEFGRID3
* xyz -1 1
C -4.93707 1.62981 -2.73765
C -3.61390 2.33883 -2.76383
O -2.57191 1.33869 -2.52825
C -1.32204 1.84425 -2.39731
C -0.29428 0.81348 -2.05078
C 1.02411 1.01723 -2.61084
C 1.62679 2.31545 -2.66566
C 3.00944 2.46395 -2.83325
C 3.82197 1.35622 -3.08679
Br 5.70337 1.53840 -3.06993
C 3.23917 0.07044 -3.13417
C 1.87501 -0.08608 -2.93840
O -1.12016 3.07142 -2.43736
H -5.73314 2.31788 -2.42880
H -5.19921 1.31789 -3.75303
H -4.95710 0.78113 -2.04799
H -3.43783 2.81683 -3.73479
H -3.52757 3.09249 -1.96620
H -0.62578 -0.21898 -2.11029
H 0.99030 3.17920 -2.54301
H 3.46332 3.44037 -2.73036
H 3.89078 -0.79691 -3.27958
H 1.45291 -1.10138 -3.01624
C 4.94896 -0.46141 2.30650
C 4.32059 -0.19919 0.92629
C 4.57726 1.27849 0.57883
C 5.00638 -1.08335 -0.12914
C 2.81117 -0.54219 1.00092
C 1.84371 0.33077 0.59870
C 0.45288 -0.00812 0.56792
C -0.50450 0.94441 0.00864
C -1.85392 0.88434 0.45415
C -2.73443 1.95801 0.41793
C -4.13165 1.91248 0.75577
C -4.94048 3.07907 0.64070
C -6.31718 3.03313 0.83053
C -6.95594 1.84166 1.17293
C -6.18447 0.68965 1.32510
C -4.80065 0.71179 1.12822
C 0.06575 -1.26389 1.10623
C 0.95053 -2.19946 1.54655
C 0.50179 -3.61051 2.03330
C 0.93595 -4.69294 1.03170
C -1.01691 -3.75765 2.19593
C 1.11124 -3.89486 3.40952
C 2.38756 -1.90234 1.38784
O 3.23660 -2.83099 1.52870
H 4.83050 -1.51253 2.55118
H 6.01026 -0.19713 2.29395
H 4.43624 0.15952 3.04244
H 4.25527 1.52884 -0.44324
H 4.07540 1.93453 1.30040
H 5.64841 1.48804 0.63879
H 4.53697 -0.93914 -1.11269
H 6.06481 -0.82225 -0.21125
H 4.89749 -2.12568 0.16903
H 2.13435 1.34371 0.30564
H -0.10833 1.91449 -0.30162
H -2.25815 -0.03445 0.90683
H -2.34684 2.95713 0.22392
H -4.46078 4.01717 0.37599
H -6.91204 3.92153 0.68794
H -8.03850 1.78879 1.30127
H -6.65696 -0.26026 1.57558
H -4.20180 -0.20385 1.23595
H -1.01491 -1.49230 1.15012
H 2.02044 -4.71315 0.92390
H 0.58372 -5.67037 1.38085
H 0.48212 -4.50011 0.05345
H -1.41451 -3.01771 2.90052
H -1.54920 -3.68050 1.23771
H -1.21377 -4.75206 2.60816
H 0.77234 -3.12566 4.11031
H 0.76252 -4.86973 3.77538
H 2.19750 -3.89441 3.36021
*
```

No. 3
DFT (ωB97M-V/def2-TZVPD) results for a structure of composition C33H38CrNO4PS2Te2.

Lowest unoccupied orbital energy (spin up / spin down) (eV): -2.9 / -2.4
Frontier orbital gap (spin up / spin down) (Ha): 0.220 / 0.245
Energy (hartree): -4354.113078
HOMO level (spin up / spin down) (eV): -8.9 / -9.0

ORCA input file:
```
! RIJCOSX wB97M-V def2-TZVPD def2/J DEFGRID3
* xyz 1 4
Cr -0.29319 -0.31751 0.12151
Te 0.26424 2.00186 -0.92295
C 4.48261 -4.09405 1.48832
C 3.13534 -4.14508 2.16212
O 2.51221 -2.82997 2.16873
P 1.61884 -2.40539 0.90830
O 0.09844 -2.20437 1.53252
C -0.15304 -2.11018 2.97161
C -0.81567 -3.38245 3.43415
O 1.84087 -0.76156 0.89688
C 3.11495 -0.21101 0.42600
C 4.08029 -0.04002 1.57025
H 4.92563 -5.09041 1.46778
H 5.16152 -3.42993 2.02168
H 4.39400 -3.74783 0.45688
H 3.21672 -4.41406 3.21349
H 2.46330 -4.86162 1.68361
H -0.79791 -1.24644 3.09904
H 0.79000 -1.92317 3.48230
H -1.74423 -3.55577 2.89021
H -1.04688 -3.31854 4.49830
H -0.15881 -4.23961 3.28199
H 2.84229 0.73593 -0.03749
H 3.49561 -0.87107 -0.35980
H 3.59654 0.48036 2.39707
H 4.91810 0.57408 1.23696
H 4.46916 -0.98810 1.93643
O 0.00534 -1.35559 -1.55263
S 1.18006 -1.31727 -2.53014
C 1.28867 -2.98866 -3.09852
C 2.55039 -3.54968 -3.19277
C 2.67272 -4.86160 -3.63809
C 1.53883 -5.58619 -3.96202
C 0.27423 -5.01307 -3.85008
C 0.14086 -3.70615 -3.42106
C 0.54065 -0.51357 -3.97571
C -0.80900 -0.22279 -4.07777
C -1.26314 0.40446 -5.22823
C -0.37540 0.73036 -6.24330
C 0.97668 0.44088 -6.11759
C 1.44584 -0.18111 -4.97190
H 3.42849 -2.97578 -2.92335
H 3.65191 -5.31188 -3.72523
H 1.63405 -6.60704 -4.30712
H -0.60632 -5.58508 -4.10941
H -0.83317 -3.24210 -3.33413
H -1.47744 -0.45201 -3.25944
H -2.31161 0.65122 -5.32442
H -0.73703 1.22558 -7.13443
H 1.66685 0.71012 -6.90510
H 2.50173 -0.39484 -4.85642
C -1.71210 1.05921 3.68666
Te -0.25275 1.53773 2.11583
C -1.55340 3.22769 1.94793
C -2.05781 3.48703 3.33469
C -2.40616 4.75811 3.77305
C -2.83708 4.94934 5.07664
C -2.90477 3.87358 5.95095
C -2.54809 2.60472 5.52049
C -2.13263 2.40123 4.21002
H -1.28591 0.43230 4.46833
H -2.53425 0.52018 3.20759
H -2.33479 2.97015 1.23176
H -0.96135 4.03300 1.52099
H -2.33356 5.60075 3.09691
H -3.10641 5.94092 5.41470
H -3.22587 4.02350 6.97311
H -2.58905 1.76858 6.20814
S -4.85336 -0.22216 0.13624
C -3.22525 0.26434 0.08359
N -2.34416 -0.68440 -0.07458
C -2.96344 -1.93193 -0.18700
C -2.32383 -3.15849 -0.39355
C -3.11051 -4.28502 -0.47429
C -4.50777 -4.21546 -0.35630
C -5.14658 -3.01230 -0.16227
C -4.35354 -1.86506 -0.08219
H -2.92656 1.30060 0.15806
H -1.25149 -3.20957 -0.49346
H -2.64079 -5.24685 -0.63319
H -5.09181 -5.12295 -0.42352
H -6.22282 -2.95968 -0.07768
*
```